ORCA calculation (wB97M-V/def2-TZVPD) on one molecule with the formula C4H6O2 in a non-equilibrium geometry.

Results
Relative energy (zero: lowest compared OMol25 entry of this formula, charge and spin) ... 5.600 eV
Calculated total energy ... -306.30051 a.u.
E_LUMO (alpha / beta) ... 0.319 / 0.368 eV
HOMO (alpha / beta) ... -7.77 / -8.32 eV
Charge ... 0
Orbital gap (alpha / beta) ... 8.091 / 8.684 eV

Each line ends with the natural charge from an NBO analysis.
Cartesian coordinates (Å):
C: -1.600 -0.471 1.200  -0.12
O: -0.255 -0.406 1.309  -0.43
C: 0.129 -0.288 0.056  0.25
C: 1.551 -0.367 -0.410  -0.12
O: 1.318 0.785 -1.249  -0.53
C: -0.066 0.878 -0.853  -0.13
H: -2.153 -0.034 2.021  0.17
H: -2.012 -1.245 0.573  0.17
H: 1.858 -1.235 -1.006  0.19
H: 2.289 -0.191 0.387  0.18
H: -0.336 1.797 -0.302  0.18
H: -0.722 0.775 -1.726  0.19

=====

ORCA calculation (wB97M-V/def2-TZVPD) on a 2-piece molecular cluster, C3H11NO3 overall in a non-equilibrium geometry.

Results
Relative energy (zero: lowest compared OMol25 entry of this formula, charge and spin) ... 2.003 eV
Calculated total energy ... -401.33945 a.u.
E_LUMO ... 0.535 eV
HOMO ... -9.74 eV
Charge ... 0
Orbital gap ... 10.273 eV

Each line ends with the natural charge from an NBO analysis.
Cartesian coordinates (Å):
O: -1.757 1.983 0.209  -0.72
C: -0.540 1.295 0.549  -0.09
C: -0.698 0.013 1.355  -0.26
N: -0.861 -1.230 0.569  -0.64
C: 0.256 -1.659 -0.201  0.08
O: 0.588 -1.016 -1.442  -0.75
H: -2.456 1.338 0.162  0.45
H: -0.092 1.035 -0.405  0.17
H: 0.101 2.000 1.064  0.19
H: 0.238 -0.216 1.863  0.20
H: -1.448 0.142 2.121  0.21
H: -1.760 -1.261 0.102  0.36
H: 1.160 -1.551 0.384  0.17
H: 0.070 -2.713 -0.411  0.17
H: -0.204 -0.877 -1.962  0.47
O: 2.814 1.130 -1.398  -0.93
H: 1.937 1.157 -1.801  0.47
H: 2.652 0.430 -0.756  0.46

=====

ORCA calculation (wB97M-V/def2-TZVPD) on C12H17O5PPdS3 as an isolated structure in a non-equilibrium geometry.

Results
Relative energy (zero: lowest compared OMol25 entry of this formula, charge and spin) ... 1.051 eV
Calculated total energy ... -2507.58923 a.u.
E_LUMO (alpha / beta) ... 1.678 / 1.987 eV
HOMO (alpha / beta) ... -4.75 / -4.75 eV
Charge ... -1
Orbital gap (alpha / beta) ... 6.431 / 6.738 eV
Multiplicity ... 2

Each line ends with the Mulliken spin population.
Cartesian coordinates (Å):
Pd: 0.535 -0.015 0.035  0.52
C: -2.744 -2.949 -3.141  0.01
C: -2.072 -1.921 -4.030  0.00
O: -1.392 -0.891 -3.307  0.00
P: 0.023 -1.098 -2.563  0.00
S: -0.190 -2.172 -0.892  0.05
S: 0.847 0.695 -2.463  0.01
O: 0.805 -2.091 -3.568  0.00
C: 1.412 -1.588 -4.767  0.00
C: 2.917 -1.558 -4.611  0.00
H: -3.356 -3.617 -3.752  0.00
H: -3.382 -2.457 -2.407  0.00
H: -2.004 -3.541 -2.605  0.00
H: -2.813 -1.387 -4.625  0.00
H: -1.372 -2.408 -4.713  0.00
H: 1.033 -0.590 -4.995  0.00
H: 1.115 -2.265 -5.571  0.00
H: 3.188 -0.908 -3.780  0.00
H: 3.378 -1.175 -5.525  0.00
H: 3.299 -2.560 -4.414  0.00
O: 0.036 3.821 1.421  0.01
C: -0.215 2.626 1.496  0.00
O: -0.209 1.867 0.447  0.00
C: -0.696 2.073 2.801  -0.01
C: -0.881 2.981 3.844  0.00
C: -1.520 2.636 5.019  0.00
C: -1.995 1.343 5.176  0.00
C: -1.730 0.408 4.197  0.00
C: -1.010 0.740 3.040  0.01
S: -0.376 -0.631 2.165  -0.05
H: -0.542 3.993 3.664  0.00
H: -1.666 3.366 5.806  0.00
H: -2.552 1.069 6.064  0.00
H: -2.033 -0.624 4.331  0.00
C: 3.072 -0.745 1.486  -0.02
O: 2.611 -0.271 0.264  0.43
H: 3.266 0.062 2.208  0.00
H: 4.015 -1.288 1.322  0.03
H: 2.377 -1.449 1.958  0.01

=====

ORCA calculation (wB97M-V/def2-TZVPD) on an isolated ion of composition C3HOS4 and charge -1 in a non-equilibrium geometry.

Results
Relative energy (zero: lowest compared OMol25 entry of this formula, charge and spin) ... 1.454 eV
Calculated total energy ... -1782.91712 a.u.
E_LUMO ... 2.869 eV
HOMO ... -3.72 eV
Charge ... -1
Orbital gap ... 6.584 eV

Each line ends with the natural charge from an NBO analysis.
Cartesian coordinates (Å):
C: -1.231 0.104 -0.037  -0.04
C: -1.278 -1.241 -0.070  -0.01
C: -2.326 0.942 0.053  -0.30
O: 0.065 0.647 0.062  -0.70
S: -0.404 -2.609 -0.039  -0.07
S: -2.052 2.582 -0.094  -0.21
S: -3.846 -1.562 -0.024  -0.39
S: -4.010 0.427 0.081  0.22
H: 0.798 0.289 -0.413  0.49

=====

ORCA calculation (wB97M-V/def2-TZVPD) on one molecule with the formula CH3ClN2 in a non-equilibrium geometry.

Results
Relative energy (zero: lowest compared OMol25 entry of this formula, charge and spin) ... 2.721 eV
Calculated total energy ... -609.53270 a.u.
E_LUMO ... 0.467 eV
HOMO ... -9.63 eV
Charge ... 0
Orbital gap ... 10.095 eV

Each line ends with the natural charge from an NBO analysis.
Cartesian coordinates (Å):
H: -1.156 -1.425 -1.652  0.33
N: -1.036 -0.736 -0.918  -0.33
N: 0.142 -0.612 -0.575  -0.12
C: 0.302 0.445 0.527  -0.29
Cl: 1.953 1.101 0.767  -0.05
H: -0.451 1.365 0.359  0.23
H: 0.246 -0.138 1.492  0.23

=====

ORCA calculation (wB97M-V/def2-TZVPD) on an isolated ion of composition C5H3N4O2S and charge -1 in a non-equilibrium geometry.

Results
Relative energy (zero: lowest compared OMol25 entry of this formula, charge and spin) ... 3.683 eV
Calculated total energy ... -959.94698 a.u.
E_LUMO ... 3.549 eV
HOMO ... -3.20 eV
Charge ... -1
Orbital gap ... 6.749 eV

Each line ends with the natural charge from an NBO analysis.
Cartesian coordinates (Å):
O: -2.969 0.228 1.507  -0.97
S: -2.167 -0.341 0.350  1.81
O: -2.566 -1.627 -0.171  -0.97
C: -1.507 0.851 -1.267  0.10
N: -0.993 1.893 -0.906  -0.63
C: 0.218 2.259 -0.442  0.26
N: 1.002 1.511 0.238  -0.54
C: 0.666 0.155 0.292  0.22
N: 1.771 -0.630 0.083  -0.53
C: 1.381 -1.894 -0.012  0.15
N: 0.143 -2.006 0.388  -0.45
C: -0.319 -0.769 0.631  -0.19
H: 0.533 3.318 -0.627  0.16
H: 2.716 -0.271 0.205  0.41
H: 2.091 -2.677 -0.269  0.17

=====

ORCA calculation (wB97M-V/def2-TZVPD) on an isolated ion of composition C3H8N2O and charge +1 in a non-equilibrium geometry.

Results
Relative energy (zero: lowest compared OMol25 entry of this formula, charge and spin) ... 0.983 eV
Calculated total energy ... -303.51038 a.u.
E_LUMO (alpha / beta) ... -3.489 / -8.766 eV
HOMO (alpha / beta) ... -14.48 / -13.97 eV
Charge ... +1
Orbital gap (alpha / beta) ... 10.994 / 5.200 eV
Multiplicity ... 2

Each line ends with the Mulliken spin population.
Cartesian coordinates (Å):
C: -1.765 1.604 -0.575  -0.01
N: -1.005 0.420 -0.476  0.17
C: -0.175 0.169 0.657  0.11
C: 0.580 -1.179 0.393  0.01
N: 1.817 -1.013 -0.212  0.63
O: -1.624 2.365 -1.478  0.05
H: -2.534 1.752 0.204  0.00
H: -0.542 0.239 -1.363  -0.01
H: -0.775 0.169 1.559  0.00
H: 0.601 0.934 0.771  0.00
H: 0.801 -1.494 1.440  0.09
H: -0.072 -1.873 -0.120  -0.01
H: 2.108 -1.630 -0.965  -0.02
H: 2.585 -0.462 0.164  -0.02

=====

ORCA calculation (wB97M-V/def2-TZVPD) on C3H7N3O as an isolated structure in a non-equilibrium geometry.

Results
Relative energy (zero: lowest compared OMol25 entry of this formula, charge and spin) ... 0.396 eV
Calculated total energy ... -357.34193 a.u.
E_LUMO ... -9.073 eV
HOMO ... -21.26 eV
Charge ... +2
Orbital gap ... 12.191 eV

Each line ends with the natural charge from an NBO analysis.
Cartesian coordinates (Å):
C: -0.924 -0.278 0.528  0.56
C: 1.009 0.558 -0.403  0.84
C: 0.036 -1.496 -0.611  -0.01
N: -0.080 0.749 0.446  -0.59
N: 1.881 1.475 -0.680  -0.67
N: -2.040 -0.471 1.106  -0.65
O: 1.068 -0.620 -0.927  -0.38
H: 0.360 -2.354 -0.018  0.27
H: -0.586 -1.745 -1.468  0.27
H: -0.190 1.627 0.952  0.47
H: 1.874 2.419 -0.301  0.47
H: 2.644 1.265 -1.329  0.48
H: -2.542 -1.357 1.011  0.48
H: -2.509 0.227 1.694  0.46

=====

ORCA calculation (wB97M-V/def2-TZVPD) on a 2-piece molecular cluster, C5H9NS2 overall in a non-equilibrium geometry.

Results
Relative energy (zero: lowest compared OMol25 entry of this formula, charge and spin) ... 4.355 eV
Calculated total energy ... -1046.88827 a.u.
E_LUMO (alpha / beta) ... -0.710 / -0.093 eV
HOMO (alpha / beta) ... -7.95 / -7.91 eV
Charge ... 0
Orbital gap (alpha / beta) ... 7.237 / 7.817 eV

Each line ends with the natural charge from an NBO analysis.
Cartesian coordinates (Å):
C: -1.391 0.555 1.809  0.21
C: 0.037 -1.195 -2.463  -0.59
C: 0.348 -0.827 -0.941  -0.48
C: -0.329 0.491 -0.737  -0.19
C: -0.003 0.962 1.657  -0.54
N: -2.524 0.446 1.955  -0.33
S: 1.222 -0.304 2.028  0.05
S: 0.405 2.568 1.928  0.10
H: -0.988 -1.267 -2.630  0.21
H: 0.632 -0.488 -2.936  0.21
H: 0.511 -2.161 -2.784  0.21
H: 1.482 -0.695 -0.815  0.22
H: -0.112 -1.442 -0.206  0.22
H: -1.362 0.594 -0.452  0.21
H: 0.233 1.401 -0.931  0.19
H: 0.334 -1.098 2.687  0.15
H: 1.505 2.460 2.832  0.15

=====

no.,molecular weight (g mol⁻¹)
1,86.1
2,109.1
3,474.9
4,181.3
5,78.5
6,183.2
7,88.1
8,101.1
9,147.3